Molecular formula: C24H33N3O14S2
Method: DFT, wB97M-V/def2-TZVPD

Properties
* multiplicity: 1
* Kohn-Sham gap: 3.0 eV
* net charge: -2

The geometry in XYZ format:
```
76
Properties=species:S:1:pos:R:3:forces:R:3:lowdin_charge:R:1
O 1.4705 -3.6249 4.8556 -0.53 -0.36 -1.05 -0.0688
C 1.4734 -3.5124 3.5998 2.92 1.06 3.47 -0.6898
O 0.5090 -3.8488 2.8458 -6.74 -1.70 17.98 0.1131
N 2.6371 -2.9476 3.0082 -0.63 0.15 0.41 0.0258
C 2.3996 -1.5842 2.7190 0.47 -0.79 0.37 -0.3608
C 3.5748 -0.6745 3.1820 -0.53 0.46 0.00 -0.2271
C 3.1478 0.3271 4.2807 0.41 -0.42 -0.36 -0.4585
S 2.5003 1.8163 3.4771 0.00 0.36 0.37 0.8314
C 1.0274 1.1269 2.8568 -0.43 -0.36 -0.72 -1.1116
S 0.7695 0.9468 1.2487 -0.04 -0.13 0.21 0.7023
N 0.0433 0.7562 3.8245 0.31 0.75 0.22 -0.1539
C -0.3882 1.6371 4.7949 -0.40 -0.43 0.28 -0.1174
C -1.3262 0.9467 5.5064 0.12 0.49 0.09 -0.1923
N -1.4785 -0.3185 5.0187 -0.05 -0.30 -0.23 0.0564
C -0.6477 -0.4076 4.0063 -0.11 0.19 0.01 -0.1537
H 1.5119 -1.2461 3.2698 -0.07 0.35 -0.29 0.0590
H 2.1918 -1.3780 1.6327 -0.19 0.23 -0.10 0.0754
H 4.3655 -1.2959 3.6011 0.05 -0.18 -0.27 0.0930
H 3.9072 -0.0741 2.3307 0.44 -0.19 0.08 0.0683
H 4.0119 0.6335 4.8781 -0.11 0.16 0.09 0.0575
H 2.3840 -0.0904 4.9369 0.04 -0.02 0.10 0.0809
H -0.0305 2.6447 4.8865 0.19 -0.01 -0.11 0.0892
H -1.8825 1.3176 6.3540 -0.08 -0.11 0.00 0.0763
H -0.4635 -1.2663 3.3819 -0.12 -0.13 0.03 0.1209
C 1.5891 0.3020 -3.8300 -0.04 -0.33 0.12 -0.0080
C 2.5866 1.1257 -3.0596 -0.29 -0.25 -0.22 -0.3404
C 3.9973 1.0570 -3.5941 0.10 0.09 0.05 -0.1168
O 4.7718 1.3399 -2.4297 0.01 -0.03 0.06 0.0391
C 4.0354 0.9331 -1.3393 -0.28 0.02 -0.19 -0.5433
O 4.4661 0.8752 -0.2414 0.12 -0.01 0.09 0.1742
O 2.7691 0.6342 -1.7256 0.40 0.14 0.09 0.0755
H 0.6226 0.2631 -3.3357 -0.08 0.15 0.07 0.0644
H 1.4713 0.7051 -4.8387 0.00 0.03 0.03 0.0875
H 1.9253 -0.7347 -3.8975 0.07 0.04 -0.03 0.1001
H 2.2506 2.1646 -2.9712 0.08 0.04 -0.10 0.1375
H 4.2053 1.7810 -4.3801 0.08 0.09 0.11 0.1298
H 4.2511 0.0522 -3.9435 -0.12 -0.01 -0.05 0.1360
C -4.5517 0.6231 -3.8514 0.29 0.26 0.14 -0.0224
C -3.7650 -0.4191 -3.1066 -0.32 -0.15 -0.24 -0.3286
C -4.1355 -0.5542 -1.6480 0.10 -0.10 0.13 -0.0805
O -2.9099 -1.0107 -1.0688 -0.10 0.32 -0.07 0.0649
C -1.8990 -0.5558 -1.8466 -0.22 -0.19 0.15 -0.5619
O -0.7525 -0.6050 -1.5561 0.25 0.30 -0.03 0.1541
O -2.3888 -0.0270 -2.9968 0.08 0.05 -0.07 0.0802
H -4.1522 0.7646 -4.8562 -0.01 -0.02 0.00 0.0875
H -5.6052 0.3498 -3.9324 0.02 -0.07 0.08 0.0882
H -4.4482 1.5558 -3.2912 -0.29 -0.19 -0.43 0.0468
H -3.7860 -1.3902 -3.6099 0.04 -0.06 0.11 0.1571
H -4.9419 -1.2591 -1.4603 0.16 -0.16 0.07 0.1386
H -4.3793 0.4128 -1.1982 -0.10 0.06 -0.09 0.1359
C 0.3219 4.0645 -1.5913 0.00 -0.13 -0.34 -0.0159
C -1.1376 4.3224 -1.3352 0.32 -0.12 0.13 -0.3189
C -1.7532 3.5045 -0.2231 0.07 -0.06 0.04 -0.0791
O -3.1369 3.4787 -0.6267 -0.04 0.03 -0.06 0.0655
C -3.1695 3.5824 -1.9701 0.03 -0.29 0.14 -0.5634
O -4.1434 3.3732 -2.6305 0.14 0.54 0.07 0.1199
O -1.9553 3.9141 -2.4571 -0.20 0.21 0.04 0.0908
H 0.6618 4.6206 -2.4658 -0.01 0.09 0.03 0.0850
H 0.9169 4.3678 -0.7304 -0.02 -0.06 0.04 0.0982
H 0.4940 3.0060 -1.7846 -0.02 -0.06 0.16 0.0777
H -1.3163 5.3907 -1.1750 -0.07 0.00 0.00 0.1533
H -1.6494 3.9514 0.7613 -0.17 0.00 0.01 0.1413
H -1.3801 2.4776 -0.1963 0.10 0.04 0.02 0.1038
C 0.9620 -3.8672 0.9528 1.71 -0.11 -13.60 -0.0975
C -0.1941 -3.3120 0.1688 2.01 -0.96 1.94 -0.3111
C -1.5186 -4.0105 0.3529 0.12 0.17 0.04 -0.0797
O -2.1999 -3.7044 -0.8869 -0.31 -0.35 -0.23 0.0177
C -1.2471 -3.5230 -1.8280 1.16 -0.09 0.82 -0.6290
O -1.4796 -3.4321 -3.0030 -0.52 0.12 -0.65 0.0910
O -0.0289 -3.4728 -1.2769 -1.28 0.17 -1.83 0.0672
H 1.8842 -3.3527 0.6848 0.01 0.12 -0.25 0.0577
H 0.8098 -3.7351 2.0321 2.40 1.66 -6.53 -0.3437
H 1.1086 -4.9318 0.7496 -0.16 -0.21 -0.04 0.0699
H -0.2868 -2.2406 0.3648 -0.09 0.09 -0.23 0.1305
H -2.0872 -3.6427 1.2024 -0.11 0.11 -0.12 0.1297
H -1.4097 -5.0959 0.4240 0.09 0.00 0.02 0.1285
```
Forces are in eV/Å.

=====

Molecular formula: C15H13N3OS
Method: DFT, wB97M-V/def2-TZVPD

Properties
* relative energy (zero: lowest compared OMol25 entry of this formula, charge and spin): 3.75 kcal/mol
* multiplicity: 1
* SMILES: Cc1cc(NC(=O)c2cccs2)n(-c2ccccc2)n1
* Kohn-Sham gap: 9.0 eV
* net charge: 0

The geometry in XYZ format:
```
33
Properties=species:S:1:pos:R:3:forces:R:3:lowdin_charge:R:1
C 2.0537 -3.3128 -0.5874 -0.05 0.01 0.04 -0.0328
C 1.0974 -2.1770 -0.5457 -0.17 0.42 -0.08 -0.3406
C 1.2279 -0.9193 -1.1661 -0.44 0.06 0.05 0.0058
C 0.0861 -0.2316 -0.8153 0.40 -0.57 -0.32 -0.2888
N -0.3665 1.0218 -1.2069 -0.54 -0.14 -0.05 0.1384
C 0.3760 2.1568 -1.3935 -0.18 0.29 -0.13 -0.4906
O -0.0661 3.0801 -2.0485 0.06 -0.05 -0.05 0.0833
C 1.6766 2.2368 -0.7173 0.49 0.00 0.51 -0.4345
C 2.7142 3.0389 -1.1091 -0.37 -0.23 -0.07 -0.0982
C 3.8022 3.0068 -0.2174 0.14 -0.01 0.11 -0.1753
C 3.5689 2.2047 0.8557 -0.40 -0.16 0.09 -0.3932
S 2.0300 1.4536 0.7904 0.35 0.46 -0.28 1.0725
N -0.6575 -1.0685 -0.0357 0.70 0.49 -0.35 -0.0341
C -1.9047 -0.8500 0.5629 -0.71 -0.01 0.34 -0.1817
C -2.7335 -1.9469 0.7823 0.11 0.02 -0.12 -0.0162
C -3.9676 -1.7694 1.3763 0.01 0.05 0.01 -0.0788
C -4.3851 -0.5028 1.7531 -0.08 0.05 0.05 -0.0926
C -3.5522 0.5844 1.5508 -0.10 -0.04 0.01 -0.0797
C -2.3101 0.4190 0.9640 0.16 -0.03 -0.02 -0.0218
N -0.0421 -2.2508 0.1108 0.02 -0.76 0.33 0.1336
H 2.2214 -3.6293 -1.6158 0.04 -0.07 -0.02 0.0788
H 1.6525 -4.1445 -0.0161 0.03 -0.09 0.02 0.0759
H 3.0115 -3.0144 -0.1638 0.07 -0.05 0.02 0.0782
H 2.0330 -0.5686 -1.7783 0.14 0.13 -0.14 0.1165
H -1.3056 1.0703 -1.5867 0.17 0.10 -0.02 0.1665
H 2.6818 3.6194 -2.0131 -0.07 0.12 -0.15 0.1210
H 4.7122 3.5604 -0.3623 0.16 0.07 0.00 0.1028
H 4.2126 2.0044 1.6894 0.17 -0.01 0.16 0.0634
H -2.3850 -2.9236 0.4871 0.00 -0.07 -0.02 0.1054
H -4.6082 -2.6222 1.5430 -0.04 -0.08 0.01 0.1041
H -5.3526 -0.3646 2.2115 -0.08 0.01 0.04 0.1010
H -3.8650 1.5708 1.8588 -0.01 0.08 0.03 0.1052
H -1.6561 1.2681 0.8427 0.03 0.03 0.01 0.1064
```
Forces are in eV/Å.

=====

Molecular formula: C9H17NSi
Method: DFT, wB97M-V/def2-TZVPD

Properties
* relative energy (zero: lowest compared OMol25 entry of this formula, charge and spin): 42.02 kcal/mol
* multiplicity: 1
* Kohn-Sham gap: 10.3 eV
* net charge: 0

The geometry in XYZ format:
```
28
Properties=species:S:1:pos:R:3:forces:R:3:lowdin_charge:R:1
C -1.0609 -0.8462 1.4649 0.72 0.82 -1.10 -0.3519
C -0.9436 -0.2935 -1.2550 -1.56 4.61 5.05 0.1171
C -1.9451 0.5715 -1.5201 1.13 -0.05 2.39 -0.3688
C -2.6160 0.6906 -2.8256 -1.91 -1.32 -0.29 -0.0967
C -2.5496 1.5125 -0.3778 -2.65 -2.43 -1.65 -0.0622
C 2.7009 0.8403 -0.2936 0.74 0.02 0.97 -0.1892
C 2.1665 -0.3379 2.6581 -4.91 3.25 0.10 -0.1807
C 1.7981 -2.1918 0.5632 0.24 0.98 -1.64 -0.1815
C -0.2623 0.0486 0.6585 0.09 -1.39 -2.92 -0.2084
N -1.7278 -1.6001 2.0030 -0.67 -0.80 0.85 0.1479
Si 1.6474 -0.2708 0.8508 0.73 -1.92 -0.31 0.5813
H -0.5378 -1.0137 -1.8338 1.57 -2.16 -1.58 0.0324
H -2.0713 0.3369 -3.6740 0.48 -0.93 -0.32 0.0676
H -3.6245 0.1595 -2.7410 1.22 0.49 -0.34 0.1191
H -2.8674 1.6711 -3.1510 -0.17 1.27 0.40 0.0639
H -3.5499 1.8528 -0.8636 1.51 -0.38 1.17 0.0924
H -2.8278 0.9110 0.5996 0.93 1.54 -1.95 0.1113
H -1.9361 2.3799 -0.3219 0.48 0.65 0.73 0.0539
H 3.8120 0.6668 -0.2223 -1.09 -0.46 -0.04 0.0420
H 2.4200 0.8041 -1.3548 -0.07 0.33 0.42 0.0230
H 2.6518 1.8435 0.1755 -0.43 -0.11 -0.73 0.0247
H 3.1294 -0.3820 2.9036 4.13 -1.10 0.49 -0.0318
H 1.9017 0.6174 3.2680 -0.21 -1.45 -0.95 0.0696
H 1.5292 -1.1626 2.9872 0.44 0.09 0.54 0.0290
H 1.3549 -2.7476 1.3410 -0.79 -0.34 1.28 0.0011
H 1.1911 -2.4354 -0.3082 0.04 -0.18 -0.32 0.0118
H 2.7649 -2.6938 0.4256 0.08 0.67 -0.12 0.0341
H -0.5477 1.0690 0.8438 -0.05 0.31 -0.11 0.0492
```
Forces are in eV/Å.

=====

Molecular formula: C6H12Cl12
Method: DFT, wB97M-V/def2-TZVPD

Properties
* relative energy (zero: lowest compared OMol25 entry of this formula, charge and spin): 5.92 kcal/mol
* multiplicity: 1
* SMILES: ClCCl.ClCCl.ClCCl.ClCCl.ClCCl.ClCCl
* Kohn-Sham gap: 11.0 eV
* net charge: 0

The geometry in XYZ format:
```
30
Properties=species:S:1:pos:R:3:forces:R:3:lowdin_charge:R:1
Cl 4.0520 24.2598 -18.9930 0.01 0.03 -0.06 0.4793
C 4.4805 24.5953 -20.6804 0.12 -0.14 0.14 -1.0240
Cl 4.7442 26.3337 -20.9558 -0.10 -0.38 -0.07 0.4938
H 5.3949 24.0564 -20.9009 0.10 0.17 0.04 -0.0228
H 3.6859 24.2113 -21.3094 -0.11 0.29 -0.03 0.0268
Cl 5.3236 16.3950 -21.5177 0.23 -0.02 0.20 0.5284
C 6.4645 16.4112 -20.1440 -0.25 -0.14 -0.26 -0.9655
Cl 6.9481 18.0536 -19.6984 0.02 -0.21 0.06 0.5594
H 5.9654 15.9381 -19.3076 0.00 0.14 0.08 0.0264
H 7.3375 15.8412 -20.4359 0.08 0.13 -0.04 0.0265
Cl 11.3140 20.4554 -18.4396 0.22 0.07 0.01 0.5273
C 12.5419 20.1054 -17.2020 -0.28 -0.32 0.01 -1.0186
Cl 13.9979 19.3624 -17.8525 0.14 0.05 -0.18 0.5150
H 12.8122 21.0236 -16.6984 -0.06 0.04 -0.01 0.0258
H 12.0971 19.3735 -16.5395 0.00 0.17 0.17 0.0190
Cl 7.0394 21.6933 -20.7669 -0.10 -0.14 -0.14 0.5480
C 8.6697 21.0460 -20.4774 0.02 0.73 -0.12 -1.0717
Cl 9.3564 20.2197 -21.8758 -0.27 -0.29 0.30 0.5042
H 9.2964 21.9148 -20.3102 0.07 -0.08 0.17 -0.0271
H 8.5941 20.4340 -19.5877 0.23 -0.33 -0.19 -0.0251
Cl 10.8365 23.3648 -22.2632 0.35 -0.01 -0.14 0.5100
C 11.8527 22.7761 -23.5987 -0.15 0.09 -0.32 -1.0030
Cl 10.9409 21.7716 -24.7285 -0.09 -0.14 -0.07 0.4952
H 12.1980 23.6263 -24.1747 0.02 0.12 0.21 0.0197
H 12.6896 22.1896 -23.2406 -0.11 0.04 0.31 0.0282
Cl 4.0232 20.3960 -22.7416 -0.21 -0.03 -0.27 0.5021
C 4.0602 19.6517 -21.1436 0.43 -0.05 -0.06 -1.1006
Cl 3.2472 20.6394 -19.9430 -0.10 0.15 0.23 0.5133
H 3.6095 18.6680 -21.1571 -0.14 0.06 -0.18 -0.0062
H 5.1112 19.5778 -20.8980 -0.06 -0.01 0.23 -0.0835
```
Forces are in eV/Å.

=====

Molecular formula: CHN2O2P
Method: DFT, wB97M-V/def2-TZVPD

Properties
* relative energy (zero: lowest compared OMol25 entry of this formula, charge and spin): 87.23 kcal/mol
* multiplicity: 1
* Kohn-Sham gap (alpha / beta): 8.0 / 9.2 eV
* net charge: 0

The geometry in XYZ format:
```
7
Properties=species:S:1:pos:R:3:forces:R:3:lowdin_charge:R:1
C -2.0519 -1.7939 0.1664 -0.38 1.71 0.62 -0.5559
N -1.9328 -2.8303 -0.3060 0.17 -0.93 -0.48 0.1021
N -2.7616 0.9415 -0.0817 0.48 -1.66 1.53 -0.7125
O -3.6160 0.4935 -0.7610 -2.21 -0.95 -2.11 -0.0026
O -2.4102 2.0654 -0.0371 1.08 1.96 0.39 -0.0004
P -2.2497 -0.3450 1.1925 0.66 -0.02 0.03 1.0362
H -0.4864 0.6255 -1.0598 0.21 -0.11 0.02 0.1332
```
Forces are in eV/Å.

=====

Molecular formula: C4H2O2Sr
Method: DFT, wB97M-V/def2-TZVPD

Properties
* relative energy (zero: lowest compared OMol25 entry of this formula, charge and spin): 74.60 kcal/mol
* ⟨S²⟩: 0.756
* multiplicity: 2
* Kohn-Sham gap (alpha / beta): 8.9 / 8.4 eV
* net charge: +1

The geometry in XYZ format:
```
9
Properties=species:S:1:pos:R:3:forces:R:3:lowdin_charge:R:1
H -0.4699 -2.8855 -1.0571 -0.33 0.38 0.15 0.0725
C -0.9602 -1.9534 -0.8015 -0.86 0.35 0.49 0.0252
C -1.6819 -1.0274 -0.4584 0.54 -0.86 -1.01 -0.1804
C -3.2173 1.0290 -0.1067 0.51 -0.62 0.06 0.2217
C -2.4967 0.0739 -0.2933 -0.46 0.67 0.47 -0.1154
H -3.8528 1.8686 0.1228 0.21 -0.29 -0.20 0.0760
O 2.1333 0.7415 1.2817 -0.18 0.55 0.51 -0.4156
O 0.9511 1.3140 1.0641 0.40 0.11 0.36 -0.4054
Sr 1.2077 -0.3254 -0.4266 0.17 -0.30 -0.83 1.7215
```
Forces are in eV/Å.

=====

Please write out number 6 again, unchanged.
Molecular formula: C4H2O2Sr
Method: DFT, wB97M-V/def2-TZVPD

Properties
* relative energy (zero: lowest compared OMol25 entry of this formula, charge and spin): 74.60 kcal/mol
* ⟨S²⟩: 0.756
* multiplicity: 2
* Kohn-Sham gap (alpha / beta): 8.9 / 8.4 eV
* net charge: +1

The geometry in XYZ format:
```
9
Properties=species:S:1:pos:R:3:forces:R:3:lowdin_charge:R:1
H -0.4699 -2.8855 -1.0571 -0.33 0.38 0.15 0.0725
C -0.9602 -1.9534 -0.8015 -0.86 0.35 0.49 0.0252
C -1.6819 -1.0274 -0.4584 0.54 -0.86 -1.01 -0.1804
C -3.2173 1.0290 -0.1067 0.51 -0.62 0.06 0.2217
C -2.4967 0.0739 -0.2933 -0.46 0.67 0.47 -0.1154
H -3.8528 1.8686 0.1228 0.21 -0.29 -0.20 0.0760
O 2.1333 0.7415 1.2817 -0.18 0.55 0.51 -0.4156
O 0.9511 1.3140 1.0641 0.40 0.11 0.36 -0.4054
Sr 1.2077 -0.3254 -0.4266 0.17 -0.30 -0.83 1.7215
```
Forces are in eV/Å.

=====

- Which of these has the lowest net charge?
  C24H33N3O14S2